Entry 1:
Computed, not measured: 8 unconnected molecules or ions with the total composition C16H48O8 in a non-equilibrium geometry, with ωB97M-V with the def2-TZVPD basis set.

Element x y z (Å)
1 C 0.93440 -2.59794 3.48031
2 C 0.75410 -2.96359 4.91011
3 O -0.67386 -2.97856 5.13160
4 H 1.96347 -2.66222 3.18468
5 H 0.61538 -1.53204 3.34599
6 H 0.24952 -3.21654 2.82408
7 H 1.26026 -2.19214 5.58488
8 H 1.07409 -3.94214 5.11740
9 H -0.87533 -3.32378 5.99675
10 C 3.82308 3.25519 -0.49292
11 C 3.84949 1.88206 -1.17147
12 O 4.44729 0.96206 -0.30160
13 H 4.90891 3.44401 -0.39980
14 H 3.22631 3.31314 0.40950
15 H 3.35857 3.98450 -1.16776
16 H 4.38825 1.85403 -2.12116
17 H 2.81021 1.54587 -1.32996
18 H 4.96088 0.34417 -0.84453
19 C -2.82923 3.43289 -0.91997
20 C -3.37585 2.49068 0.09583
21 O -3.94090 1.37864 -0.66319
22 H -3.64406 3.80796 -1.53606
23 H -2.20172 2.82593 -1.57786
24 H -2.27772 4.23052 -0.45251
25 H -4.16172 2.91121 0.75222
26 H -2.57143 2.23965 0.78869
27 H -4.33787 0.75623 0.00122
28 C 3.19625 -1.97061 -3.81439
29 C 3.74013 -0.68178 -3.21443
30 O 4.95315 -0.78181 -2.48946
31 H 2.17891 -1.84949 -4.17561
32 H 3.10257 -2.76293 -3.03438
33 H 3.83592 -2.41012 -4.53086
34 H 3.04165 -0.33381 -2.50580
35 H 3.85798 0.07227 -3.98350
36 H 5.57255 -1.15649 -3.11946
37 C -0.08080 -1.22876 0.41402
38 C 0.99257 -0.30256 -0.17112
39 O 1.52041 0.36580 0.93026
40 H 0.42958 -2.07406 0.92995
41 H -0.71687 -1.72642 -0.37372
42 H -0.67161 -0.65569 1.05340
43 H 0.52901 0.37574 -0.86186
44 H 1.75965 -0.79631 -0.71000
45 H 2.46566 0.51583 0.72474
46 C -0.55401 4.22510 3.14811
47 C 0.15671 3.24196 2.23242
48 O -0.20338 1.96372 2.67574
49 H -1.66492 4.15681 3.05022
50 H -0.31297 5.28387 3.08146
51 H -0.38200 4.06042 4.20616
52 H 1.19675 3.32344 2.40056
53 H -0.16526 3.42129 1.25118
54 H 0.26920 1.21368 2.31830
55 C -3.31753 -3.01280 1.55855
56 C -4.27012 -2.04393 0.96574
57 O -4.23627 -0.70697 1.37467
58 H -2.29456 -2.84438 1.21431
59 H -3.51237 -4.03944 1.18727
60 H -3.50257 -3.03000 2.62876
61 H -5.32177 -2.49292 1.08119
62 H -4.09458 -1.96061 -0.11945
63 H -4.21358 -0.58973 2.35302
64 C -2.47596 -1.15952 -4.36275
65 C -1.10364 -1.06217 -3.69558
66 O -0.31311 -2.16999 -3.91394
67 H -3.22066 -0.49975 -3.87332
68 H -2.84401 -2.17938 -4.13702
69 H -2.43373 -0.95521 -5.42789
70 H -1.24289 -0.85375 -2.61282
71 H -0.54020 -0.24046 -4.11265
72 H -0.84382 -2.89792 -4.18450

Frontier orbital gap ... 10.20 eV
E_LUMO ... 0.0230 Eh
HOMO ... -0.3519 Ha
Total charge ... 0
SMILES ... CCO.CCO.CCO.CCO.CCO.CCO.CCO.CCO
Spin multiplicity ... 1



Entry 2:
Computed, not measured: a molecular structure, C16H48O8 in a non-equilibrium geometry, with ωB97M-V with the def2-TZVPD basis set.

Element x y z (Å)
1 C 0.06900 2.33621 2.10060
2 C 0.46342 1.81955 3.47141
3 O -0.73006 1.42504 4.14971
4 H -0.56522 1.60799 1.59507
5 H 0.92202 2.58551 1.46950
6 H -0.43045 3.30505 2.09825
7 H 0.87025 2.63769 4.06573
8 H 1.17151 0.99464 3.39241
9 H -0.54539 1.53477 5.08537
10 C -0.69662 2.13471 -3.43033
11 C -1.66888 1.16766 -2.69430
12 O -1.55160 1.53703 -1.33656
13 H 0.30974 1.88839 -3.09170
14 H -0.92922 3.17797 -3.21676
15 H -0.78739 1.90303 -4.49155
16 H -1.27175 0.15521 -2.76729
17 H -2.71132 1.20339 -3.01075
18 H -1.58093 2.49470 -1.39663
19 C 1.40003 -0.21114 0.38779
20 C 0.35899 0.65858 -0.14273
21 O -0.11644 0.15010 -1.39854
22 H 2.20470 -0.37138 -0.32980
23 H 0.93503 -1.17987 0.57068
24 H 1.79821 0.16914 1.32850
25 H 0.84749 1.56643 -0.49667
26 H -0.44157 0.79807 0.58374
27 H -0.87585 0.66766 -1.67611
28 C 0.89643 -3.46355 0.52169
29 C -0.01000 -3.83406 -0.67712
30 O 0.84779 -3.90077 -1.77817
31 H 1.70950 -4.18547 0.59815
32 H 0.37705 -3.33626 1.47150
33 H 1.26038 -2.44629 0.37745
34 H -0.75130 -3.03977 -0.76476
35 H -0.58955 -4.75719 -0.68467
36 H 1.15154 -3.02920 -2.04219
37 C 2.25772 -2.43747 3.21673
38 C 2.80270 -1.27949 2.42028
39 O 2.72015 -0.18085 3.34566
40 H 1.29041 -2.13385 3.61704
41 H 2.93470 -2.72080 4.02266
42 H 2.11072 -3.35184 2.64192
43 H 2.13915 -1.14398 1.56620
44 H 3.80161 -1.57256 2.09720
45 H 3.50761 -0.12326 3.89175
46 C 0.88284 -0.55063 -3.48991
47 C 1.78485 -1.38698 -2.58499
48 O 0.95839 -1.81781 -1.53137
49 H -0.12299 -0.96632 -3.54992
50 H 1.34533 -0.54498 -4.47691
51 H 0.84211 0.50178 -3.20906
52 H 2.62441 -0.83629 -2.16077
53 H 2.21675 -2.22803 -3.12739
54 H 0.51682 -1.04712 -1.16714
55 C -1.29589 3.30458 0.42513
56 C -2.28898 3.86044 -0.58944
57 O -1.82880 3.62246 -1.91434
58 H -0.33229 3.79883 0.30147
59 H -1.09688 2.23806 0.32004
60 H -1.69000 3.55888 1.40906
61 H -2.46947 4.92131 -0.41603
62 H -3.23981 3.33442 -0.50378
63 H -2.18227 4.32714 -2.46215
64 C -1.59552 -0.83560 0.08762
65 C -2.82452 -1.62120 0.58024
66 O -2.45758 -3.02514 0.60948
67 H -1.65904 0.23005 0.30771
68 H -1.45082 -0.99746 -0.98053
69 H -0.71489 -1.22262 0.60028
70 H -3.66380 -1.47001 -0.09862
71 H -3.20602 -1.26348 1.53659
72 H -1.95623 -3.10374 1.42438

Frontier orbital gap ... 8.11 eV
E_LUMO ... -0.0004 Eh
HOMO ... -0.2985 Ha
Total charge ... 0
Spin multiplicity ... 1



Entry 3:
Computed, not measured: a molecular structure, C16H49O9V in a non-equilibrium geometry, with ωB97M-V with the def2-TZVPD basis set.

Element x y z (Å)
1 V 30.92274 -33.36217 -5.11697
2 O 32.83747 -34.27368 -5.04752
3 H 33.58584 -33.91238 -5.56126
4 C 35.73259 -35.14219 -2.81467
5 C 34.82548 -34.31236 -1.89037
6 O 33.91758 -33.53662 -2.63710
7 H 35.10069 -35.81519 -3.39421
8 H 36.24995 -35.83598 -2.15205
9 H 36.48521 -34.61522 -3.40118
10 H 35.42836 -33.71687 -1.20479
11 H 34.36613 -35.08745 -1.27691
12 H 33.82137 -34.02054 -3.46060
13 C 32.74458 -30.48754 -8.09584
14 C 32.27611 -31.91690 -7.80858
15 O 31.39801 -31.98244 -6.74773
16 H 33.19323 -30.06093 -7.19872
17 H 31.92241 -29.78074 -8.20790
18 H 33.48597 -30.36973 -8.88614
19 H 33.12053 -32.60426 -7.75793
20 H 31.67427 -32.26341 -8.64872
21 H 30.75721 -31.28011 -6.88078
22 C 28.58138 -36.50753 -3.22163
23 C 29.14882 -35.10528 -3.07615
24 O 30.45838 -35.07892 -3.54468
25 H 27.53233 -36.58634 -3.50690
26 H 28.62212 -37.13241 -2.32945
27 H 29.15906 -36.98938 -4.01044
28 H 29.09648 -34.76051 -2.04343
29 H 28.52002 -34.47926 -3.70924
30 H 30.97772 -35.69745 -3.02573
31 C 35.63035 -36.26712 -7.77109
32 C 34.36388 -35.47033 -8.09589
33 O 33.36973 -35.90905 -7.22833
34 H 35.47039 -37.33122 -7.94487
35 H 35.88598 -36.26724 -6.71149
36 H 36.54025 -35.96610 -8.29030
37 H 34.07685 -35.53923 -9.14516
38 H 34.66934 -34.43273 -7.96111
39 H 33.28906 -35.34797 -6.45356
40 C 28.90830 -34.85209 -7.92866
41 C 30.00050 -35.78984 -7.78573
42 O 30.77945 -35.26358 -6.78800
43 H 28.25369 -35.14663 -8.74892
44 H 29.42824 -33.94251 -8.22935
45 H 28.36560 -34.70999 -6.99411
46 H 30.48813 -35.91233 -8.75285
47 H 29.58613 -36.77334 -7.56417
48 H 31.65041 -35.63005 -6.95752
49 C 37.83277 -33.24878 -6.05577
50 C 36.66299 -32.39538 -6.61927
51 O 36.32930 -31.26635 -5.81064
52 H 38.60328 -32.52643 -5.78625
53 H 38.14442 -33.90353 -6.86957
54 H 37.66609 -33.79733 -5.12873
55 H 35.72220 -32.93036 -6.74893
56 H 36.88049 -31.97103 -7.59943
57 H 36.10018 -31.63311 -4.95356
58 C 33.02637 -39.07074 -2.71868
59 C 32.85794 -38.06410 -3.97067
60 O 32.81449 -36.76938 -3.46979
61 H 33.78381 -38.71019 -2.02269
62 H 33.31466 -40.03591 -3.13515
63 H 32.13554 -39.21240 -2.10677
64 H 31.93187 -38.41459 -4.42635
65 H 33.69110 -38.18055 -4.66377
66 H 32.99274 -36.11800 -4.15210
67 C 32.13174 -30.15480 -2.45136
68 C 31.49344 -31.53616 -2.10102
69 O 31.64747 -32.37173 -3.19560
70 H 33.17841 -30.25547 -2.73850
71 H 32.21542 -29.54487 -1.55187
72 H 31.50707 -29.51772 -3.07746
73 H 30.46520 -31.58488 -1.74263
74 H 31.99743 -32.01144 -1.25947
75 H 32.59638 -32.50130 -3.12948

Frontier orbital gap (spin up / spin down) ... 8.75 / 2.54 eV
E_LUMO (spin up / spin down) ... -0.2164 / -0.4446 Eh
HOMO (spin up / spin down) ... -0.5379 / -0.5379 Ha
Total charge ... +2
Spin multiplicity ... 5



- spin multiplicity of number 2 (C16H48O8)?
  1



- Among the records above, which one has the highest total charge?
  C16H49O9V



- What is the total charge in the first record?
  0